{
  "formula": "C2H9N3",
  "method": "ωB97M-V/def2-TZVPD",
  "smiles": "C=N.NCN",
  "e_above_lowest_kj_mol": 129.5,
  "lumo_ev": 0.9,
  "multiplicity": 1,
  "homo_energy_ha": -0.355,
  "symbols": ["N", "N", "N", "C", "C", "H", "H", "H", "H", "H", "H", "H", "H", "H"],
  "positions_angstrom": [[1.36278, -1.69201, 0.86218], [-2.91455, 1.14149, -0.76414], [0.94074, 0.46601, -0.19598], [1.44344, -0.90308, -0.35018], [-2.16109, 1.35849, 0.22268], [1.74788, -1.17562, 1.64495], [0.40187, -1.90621, 1.09326], [-1.59046, 0.57539, 0.72449], [0.59613, 0.84392, -1.07269], [-2.82326, 0.17479, -1.06908], [2.48571, -0.91788, -0.68516], [0.84706, -1.40973, -1.10912], [-2.03568, 2.33966, 0.67392], [1.69944, 1.10479, 0.02488]],
  "forces_ev_per_angstrom": [[0.111, -0.048, 0.015], [0.158, 0.499, -0.377], [0.175, 0.489, -0.261], [0.027, -0.070, 0.066], [0.210, -0.592, 0.563], [0.023, -0.063, -0.026], [-0.059, 0.100, 0.005], [0.134, 0.015, -0.112], [-0.208, -0.270, -0.068], [-0.234, -0.146, 0.152], [-0.047, -0.010, -0.005], [0.029, 0.040, -0.038], [-0.343, 0.234, -0.207], [0.023, -0.178, 0.293]],
  "lowdin_charge": [-0.014, 0.011, -0.013, -0.376, -0.170, 0.060, 0.054, 0.038, 0.059, 0.029, 0.100, 0.105, 0.055, 0.062]
}